The following is a quantum chemistry calculation of a molecular structure, C20H37N2O2P2Tl in a non-equilibrium geometry, from the Open Molecules 2025 dataset.

Last column: Mulliken charge in e.
Atoms and positions in Å:
C: 3.480710 -2.608047 0.882849  -1.117
C: 2.535650 -1.535092 0.867742  0.753
N: 1.246742 -1.799969 0.448215  0.071
C: 0.830949 -3.056452 0.298439  0.613
C: 1.692298 -4.150398 0.435014  -1.026
C: 3.031574 -3.911163 0.703610  -0.390
C: 2.844303 -0.275255 1.436149  -1.241
P: 1.645915 1.019533 1.600496  0.772
Tl: -0.557348 0.316450 0.272496  1.045
P: -1.445362 -1.935187 -0.930463  0.887
C: -0.623624 -3.348199 -0.058356  -1.071
O: 5.583630 -0.188212 -1.206875  -0.600
O: 2.858141 3.846242 -3.225275  -0.618
H: 4.494462 -2.375610 1.170732  0.415
H: 1.313049 -5.155349 0.254834  0.398
H: 3.721949 -4.728989 0.815457  0.400
C: 1.460529 1.125177 3.426853  -1.296
C: 2.479261 2.588680 1.187042  -1.187
H: -0.667877 -4.212577 -0.736338  0.472
H: -1.243555 -3.573866 0.828283  0.393
H: 5.600814 0.804098 -1.150496  0.308
H: 3.872220 -0.059758 1.753446  0.263
C: -3.249036 -2.051100 -0.647979  -1.268
C: -1.255685 -2.347654 -2.696955  -1.368
H: -0.014055 0.009521 -1.785006  -0.576
H: 2.124138 4.232925 -2.742936  0.319
H: 2.833202 2.940220 -2.905836  0.300
H: 5.458754 -0.202591 -2.181362  0.296
H: -1.080398 -0.368152 1.866501  -0.231
H: 0.424788 0.150599 -2.351127  0.211
H: 2.397340 1.412307 3.922299  0.413
H: 0.672542 1.865480 3.616982  0.353
H: 1.179313 0.145876 3.831983  0.308
H: 3.480066 2.658791 1.631854  0.408
H: 2.619363 2.671632 0.105953  0.187
H: 1.859175 3.441008 1.504962  0.374
H: -1.713360 -3.289026 -3.041473  0.418
H: -1.708298 -1.550874 -3.313952  0.331
H: -0.178852 -2.421953 -2.920152  0.350
H: -3.687624 -2.964072 -1.065752  0.404
H: -3.490895 -2.007904 0.421096  0.342
H: -3.753233 -1.193353 -1.116889  0.349
C: -4.414004 3.507631 2.340157  -0.957
N: -3.354855 2.557736 2.122935  0.278
C: -3.786265 1.213119 1.909564  -0.660
C: -2.139007 3.051021 1.541740  -1.179
C: -2.161387 3.057990 0.039316  0.923
C: -2.826849 4.130308 -0.580813  -0.606
C: -3.002818 4.132495 -1.957526  -0.750
C: -2.461025 3.101089 -2.719357  -0.866
C: -1.739255 2.063177 -2.098098  -0.338
C: -1.600864 2.031586 -0.720065  0.617
H: -5.120350 3.091762 3.084785  0.311
H: -4.996087 3.738312 1.415893  0.317
H: -3.984403 4.455589 2.714375  0.287
H: -4.195972 1.042126 0.895404  0.242
H: -2.955751 0.509455 2.057059  0.012
H: -4.610056 1.014470 2.615340  0.374
H: -2.042778 4.089245 1.893279  0.685
H: -1.293946 2.440581 1.886489  -0.427
H: -3.203683 4.951642 0.037980  0.427
H: -3.546956 4.945995 -2.424099  0.382
H: -2.577631 3.102114 -3.794459  0.432
H: -1.288909 1.290639 -2.724709  0.330

Atoms 1-3, force components in eV/Å:
-0.6 -0.8 0.0
-0.2 0.4 0.8
-0.3 0.1 0.0

Computed properties:
- Largest force on an atom: 2.5 eV/A
- HOMO energy: -0.218 hartree
- Calculated total energy: -1899.27295 Ha
- M: 603.86 g mol⁻¹
- ΔE to the lowest compared entry with this formula, charge and spin: 5.1 kcal/mol



The following is a quantum chemistry calculation of a single C6H8S molecule in a non-equilibrium geometry, from the Open Molecules 2025 dataset.

Last column: Mulliken charge in e.
Atoms and positions in Å:
C: -1.491221 -1.328034 0.208961  -0.210
C: -0.179068 -1.623712 0.161168  -0.675
C: 0.772636 -0.480855 0.289636  0.229
C: 1.773733 0.302352 -0.507709  -0.565
C: 0.261739 0.676801 -0.539771  -0.328
C: -0.714348 1.527121 0.190540  -0.688
S: -2.151114 0.308334 0.439715  -0.154
H: -2.244596 -2.123978 0.266292  0.329
H: 0.126391 -2.642812 0.145296  0.347
H: 0.830012 -0.106192 1.326593  0.197
H: 2.201715 -0.009038 -1.441416  0.290
H: 2.475073 0.889861 0.169714  0.210
H: -0.125178 0.367098 -1.467475  0.351
H: -0.364493 1.893892 1.141131  0.317
H: -1.171282 2.349161 -0.382675  0.351

Atoms 1-3, force components in eV/Å:
0.8 0.1 0.5
-0.2 0.3 0.0
-1.1 0.5 0.3

Computed properties:
- Largest force on an atom: 2.1 eV/A
- HOMO energy: -0.300 hartree
- Calculated total energy: -631.51514 Ha
- M: 112.20 g mol⁻¹
- ΔE to the lowest compared entry with this formula, charge and spin: 47.7 kcal/mol